[1]
Molecular formula: CCl2NO2S
Method: DFT, the ωB97M-V functional and the def2-TZVPD basis

Cartesian coordinates (Å):
C (0.76, -0.55, 0.89)
N (-0.08, 0.30, 0.92)
O (-1.55, -0.29, -1.54)
O (-0.01, 1.52, -1.54)
S (-1.16, 0.92, -0.90)
Cl (1.72, -0.85, 2.54)
Cl (1.20, -1.77, -0.17)

Its spin multiplicity is 1. The charge is -1. The value obtained for the energy relative to the best compared isomer or geometry (same formula, charge and spin) is 0.013 eV. Its frontier orbital gap is 8.2 eV.



[2]
Molecular formula: CCl4
Method: DFT, the ωB97M-V functional and the def2-TZVPD basis

Cartesian coordinates (Å):
Cl (-0.63, 1.52, 0.64)
C (-0.11, 0.05, 0.00)
Cl (0.26, -1.19, 1.22)
Cl (-1.26, -0.63, -1.09)
Cl (1.67, 0.28, -0.77)

Its SMILES is ClC(Cl)(Cl)Cl. Its spin multiplicity is 1. The charge is 0. The value obtained for the energy relative to the best compared isomer or geometry (same formula, charge and spin) is 0.381 eV. Its frontier orbital gap is 10.9 eV.



[3]
Molecular formula: CClF2O3S
Method: DFT, the ωB97M-V functional and the def2-TZVPD basis

Cartesian coordinates (Å):
C (1.29, -0.72, -0.42)
O (-3.00, 0.95, 0.09)
O (-1.01, 2.05, 1.10)
O (-0.86, -0.30, 0.58)
F (0.79, -1.77, -1.20)
F (1.60, 0.30, -1.24)
S (-1.73, 0.79, 0.86)
Cl (2.92, -1.30, 0.22)

Its spin multiplicity is 1. The charge is -1. The value obtained for the energy relative to the best compared isomer or geometry (same formula, charge and spin) is 3.741 eV. Its frontier orbital gap (alpha / beta) is 5.8 / 8.9 eV.



[4]
Molecular formula: CClF3O2S
Method: DFT, the ωB97M-V functional and the def2-TZVPD basis

Cartesian coordinates (Å):
C (-0.61, -0.48, 0.59)
O (1.56, 0.89, 0.90)
O (-0.01, 1.90, -0.61)
F (-0.22, -1.40, 1.30)
F (-1.28, -1.44, -1.35)
F (-1.77, -0.08, 0.94)
S (0.64, 0.74, -0.16)
Cl (1.67, -0.13, -1.61)

Its spin multiplicity is 1. The charge is 0. The value obtained for the energy relative to the best compared isomer or geometry (same formula, charge and spin) is 4.114 eV. Its frontier orbital gap is 9.3 eV.



[5]
Molecular formula: CClF3S
Method: DFT, the ωB97M-V functional and the def2-TZVPD basis

Cartesian coordinates (Å):
C (1.26, 0.18, 0.40)
F (2.40, 0.87, 0.23)
F (0.45, 0.73, 1.31)
F (-2.29, 0.42, -1.59)
S (-3.09, -0.87, -1.02)
Cl (1.30, -1.50, 0.49)

Its spin multiplicity is 1. The charge is 0. The value obtained for the energy relative to the best compared isomer or geometry (same formula, charge and spin) is 2.885 eV. Its frontier orbital gap (alpha / beta) is 9.8 / 6.6 eV.



[6]
Molecular formula: CClF5N2
Method: DFT, the ωB97M-V functional and the def2-TZVPD basis

Cartesian coordinates (Å):
C (-0.09, 0.35, -0.34)
N (1.09, 0.85, -0.10)
N (-0.97, 0.68, 0.66)
F (-0.19, -2.79, -1.16)
F (1.57, 0.79, 1.16)
F (1.98, 0.45, -1.05)
F (-0.64, 0.14, 1.91)
F (-2.24, 0.28, 0.37)
Cl (-0.50, -0.75, -1.45)

Its spin multiplicity is 1. The charge is 0. The value obtained for the energy relative to the best compared isomer or geometry (same formula, charge and spin) is 4.546 eV. Its frontier orbital gap (alpha / beta) is 7.5 / 7.5 eV.



[7]
Molecular formula: CClF5N2
Method: DFT, the ωB97M-V functional and the def2-TZVPD basis

Cartesian coordinates (Å):
F (-3.74, -0.14, -0.83)
N (-2.66, -0.75, -0.25)
C (-1.59, -0.15, -0.13)
F (-0.65, -0.77, 0.53)
Cl (-1.21, 1.54, -0.34)
F (3.19, -0.95, 0.57)
N (2.14, -0.06, 0.54)
F (2.66, 1.19, 0.74)
F (1.86, 0.08, -0.83)

Its SMILES is F/N=C(/F)Cl.FN(F)F. Its spin multiplicity is 1. The charge is 0. The value obtained for the energy relative to the best compared isomer or geometry (same formula, charge and spin) is 0.000 eV. Its frontier orbital gap is 12.0 eV.



[8]
Molecular formula: CClFN2O3
Method: DFT, the ωB97M-V functional and the def2-TZVPD basis

Cartesian coordinates (Å):
C (-1.05, -1.23, -0.54)
N (1.67, 1.63, 0.41)
N (-0.18, -0.57, 0.24)
O (1.78, 2.46, -0.35)
O (0.42, 0.53, -0.27)
O (0.10, -0.96, 1.37)
F (-1.70, -2.27, -0.03)
Cl (-1.48, -0.69, -2.09)

Its spin multiplicity is 1. The charge is 0. The value obtained for the energy relative to the best compared isomer or geometry (same formula, charge and spin) is 1.319 eV. Its frontier orbital gap (alpha / beta) is 6.2 / 6.2 eV.